1.
The following is a DFT calculation (ωB97M-V/def2-TZVPD) of one molecule with the formula C11H18N2 at a distorted geometry.

The energy above the lowest of the compared OMol25 structures with the same formula, charge and spin comes out at 24.1 kcal per mole. The value obtained for the LUMO energy is 0.74 eV. The calculation puts the strongest force on any atom at 3.9 eV/A. Its total charge is 0. The structure (SMILES) is CC1(C)[C@H]2CC[C@](C)(C2)[C@]1(N)C#N. The calculation puts the molar mass at 178.28 g mol⁻¹. The HOMO energy is -9.5 eV.

The geometry in XYZ format:
```
31
Properties=species:S:1:pos:R:3:nbo_charge:R:1
C 2.4463 0.0735 0.3068 0.276
C -1.8357 -0.4283 -0.1498 -0.413
C -0.9439 -1.5293 -0.6220 -0.431
C -0.1003 -0.8090 1.4412 -0.437
C -0.9278 0.3223 0.8377 -0.219
C 1.1818 0.0771 -0.4109 -0.001
C 0.4010 -1.2690 0.0735 -0.009
C 0.0378 1.2098 0.1148 0.040
C 1.3102 -2.5228 -0.0263 -0.632
C 0.7393 2.0870 1.2372 -0.625
C -0.6722 2.0827 -0.9878 -0.627
N 3.4540 -0.0134 0.8172 -0.316
N 1.5324 0.2047 -1.7907 -0.811
H -2.2183 0.2230 -1.0499 0.212
H -2.6815 -0.7552 0.4158 0.212
H -1.1866 -2.5854 -0.3366 0.223
H -0.8836 -1.5407 -1.7262 0.205
H 0.6590 -0.4037 2.0952 0.221
H -0.7336 -1.5580 1.9551 0.220
H -1.6915 0.9347 1.5403 0.218
H 0.8128 -3.3432 -0.6488 0.210
H 1.6682 -3.0297 0.9230 0.234
H 2.1832 -2.2997 -0.6267 0.212
H 1.4829 2.7814 0.7443 0.223
H 0.9851 1.4206 2.0240 0.213
H -0.0231 2.6855 1.6731 0.207
H -1.6127 2.4881 -0.5748 0.217
H -0.8766 1.5622 -1.8941 0.214
H 0.0616 2.8634 -1.2261 0.221
H 0.9993 -0.5062 -2.3926 0.368
H 2.4890 -0.1203 -1.7268 0.373
```

2.
The following is a DFT calculation (ωB97M-V/def2-TZVPD) of a 2-piece molecular cluster, C11H18N2 overall at a distorted geometry.

The energy above the lowest of the compared OMol25 structures with the same formula, charge and spin comes out at 182.1 kcal per mole. The value obtained for the LUMO energy (spin up / spin down) is 0.57 / 0.60 eV. The calculation puts the strongest force on any atom at 4.9 eV/A. Its total charge is 0. The calculation puts the molar mass at 178.28 g mol⁻¹. The HOMO energy (spin up / spin down) is -6.8 / -6.9 eV.

The geometry in XYZ format:
```
31
Properties=species:S:1:pos:R:3:nbo_charge:R:1
C -2.8415 1.7874 0.3861 -0.560
C -1.1465 -2.6929 -0.6569 -0.513
C 1.7390 -2.8098 0.1083 -0.493
C 1.1508 1.8889 0.2007 -0.143
C -2.3650 0.6944 -0.3567 0.053
C 1.2819 0.5906 -0.1957 -0.051
C -1.5314 -1.4384 -0.8779 0.013
C 1.9712 -1.5832 -0.1834 0.128
C 0.2935 2.9170 -0.5202 -0.631
C -1.3692 -0.5994 1.3559 -0.391
C 3.5006 0.1525 0.2779 -0.324
N -1.6370 -0.4056 0.0028 -0.441
N 2.2885 -0.3077 0.0850 -0.346
H -3.1475 2.5667 -0.2283 0.208
H -2.4933 1.9703 1.4088 0.194
H -0.5802 -2.7939 0.4088 0.207
H -0.9907 -3.3649 -1.4778 0.223
H 1.7898 -3.2749 1.0660 0.194
H 1.7304 -3.5239 -0.7824 0.217
H 1.8690 2.3196 0.9041 0.199
H -2.5997 0.6822 -1.4548 0.194
H 0.6001 0.3018 -1.0306 0.214
H -0.1649 3.4455 0.3239 0.220
H 0.8947 3.5812 -1.0731 0.219
H -0.3094 2.3046 -1.0970 0.215
H -2.0075 -1.3003 1.6360 0.197
H -0.3865 -0.9280 1.4141 0.205
H -1.5443 0.4019 1.8799 0.216
H 4.3347 -0.5762 0.4779 0.198
H -1.9775 -1.1563 -1.9390 0.194
H 3.6480 1.1506 -0.0624 0.187
```

3.
The following is a DFT calculation (ωB97M-V/def2-TZVPD) of a 2-piece molecular cluster, C11H18N2 overall at a distorted geometry.

The energy above the lowest of the compared OMol25 structures with the same formula, charge and spin comes out at 168.6 kcal per mole. The value obtained for the LUMO energy (spin up / spin down) is 0.68 / 0.68 eV. The calculation puts the strongest force on any atom at 5.0 eV/A. Its total charge is 0. The calculation puts the molar mass at 178.28 g mol⁻¹. The HOMO energy (spin up / spin down) is -7.1 / -7.1 eV.

The geometry in XYZ format:
```
31
Properties=species:S:1:pos:R:3:nbo_charge:R:1
C -1.4873 2.6806 1.5309 -0.511
C -2.7242 -1.4142 -0.6968 -0.605
C -0.0278 -2.5132 1.7911 -0.489
C 2.7718 0.4674 -0.4549 -0.256
C -1.4960 1.3940 1.1929 0.026
C 1.9944 -0.3448 0.2369 -0.005
C -2.0472 -0.6093 0.1041 0.229
C -0.0359 -1.6522 0.7993 0.302
C 4.0149 1.0688 0.0961 -0.642
C -2.5096 1.3765 -1.1291 -0.408
C 0.7075 -1.4225 -1.4788 -0.409
N -1.9714 0.7444 0.0492 -0.516
N 0.8902 -1.2000 -0.1344 -0.492
H -0.9310 2.9185 2.4474 0.216
H -2.1114 3.4311 0.9647 0.198
H -3.5314 -1.0399 -1.2612 0.189
H -2.4685 -2.5261 -0.6559 0.226
H 0.7187 -3.3327 2.0029 0.214
H -0.7198 -2.4853 2.5128 0.213
H 2.6054 0.7538 -1.5338 0.204
H -0.9242 0.7386 1.8388 0.206
H 2.2327 -0.4476 1.2527 0.192
H 4.4948 1.9837 -0.5487 0.224
H 4.0495 1.1341 1.2260 0.222
H 4.8033 0.3315 -0.1562 0.217
H -1.8020 1.5496 -1.9890 0.206
H -3.3141 0.6633 -1.5398 0.208
H -3.0499 2.3661 -0.8191 0.209
H 1.2719 -2.4001 -1.8602 0.189
H -0.4220 -1.6826 -1.7560 0.235
H 1.0187 -0.5316 -2.0319 0.204
```

4.
The following is a DFT calculation (ωB97M-V/def2-TZVPD) of one molecule with the formula C11H18N2OP2 at a distorted geometry.

The value obtained for the LUMO energy is 0.66 eV. The calculation puts the strongest force on any atom at 1.3 eV/A. Its total charge is 0. The structure (SMILES) is C#CCP(CCCCn1cccc1)#P(N)O. The calculation puts the molar mass at 256.23 g mol⁻¹. The HOMO energy is -8.1 eV.

The geometry in XYZ format:
```
34
Properties=species:S:1:pos:R:3:nbo_charge:R:1
C -3.8302 -2.8535 -0.0690 -0.237
C -2.8568 -2.1812 -0.2540 -0.010
C -1.6676 -1.4044 -0.4831 -0.785
P -2.0767 0.3037 -1.0694 0.455
C -1.7438 1.5000 0.3056 -0.687
C -0.5821 1.1790 1.2517 -0.415
C 0.7608 1.7145 0.8035 -0.410
C 1.9257 1.1683 1.6470 -0.191
N 2.2146 -0.2074 1.2852 -0.342
C 1.6822 -1.2842 1.9388 -0.084
C 2.1210 -2.4280 1.3268 -0.304
C 2.9667 -2.0225 0.2687 -0.301
C 3.0114 -0.6618 0.2751 -0.061
P -0.4839 0.6020 -2.5723 0.944
N -1.5163 0.6140 -3.9536 -1.131
O -0.0109 2.1949 -2.4154 -0.998
H -4.4831 -3.6716 0.0821 0.234
H -1.0050 -1.4558 0.3785 0.260
H -1.1332 -1.8817 -1.3047 0.272
H -2.6546 1.5380 0.8957 0.244
H -1.6510 2.4929 -0.1329 0.210
H -0.8047 1.6534 2.2090 0.202
H -0.5528 0.1132 1.4531 0.208
H 0.9748 1.5252 -0.2456 0.221
H 0.7628 2.7961 0.9499 0.200
H 1.6355 1.2068 2.6902 0.204
H 2.7890 1.7889 1.4357 0.210
H 1.0352 -1.1899 2.7877 0.209
H 1.8470 -3.4242 1.6157 0.222
H 3.4817 -2.6675 -0.4150 0.221
H 3.5671 -0.0253 -0.3848 0.212
H -0.9477 0.9658 -4.7212 0.380
H -2.2550 1.3041 -3.8108 0.369
H -0.5202 2.6982 -1.7681 0.480
```

5.
The following is a DFT calculation (ωB97M-V/def2-TZVPD) of C11H18Si as an isolated structure at a distorted geometry.

The value obtained for the LUMO energy (spin up / spin down) is 1.03 / -1.61 eV. Its expectation value of S² is 2.010. Its spin multiplicity is 3. The calculation puts the strongest force on any atom at 7.6 eV/A. Its total charge is 0. The calculation puts the molar mass at 178.35 g mol⁻¹. The HOMO energy (spin up / spin down) is -4.6 / -9.3 eV.

The geometry in XYZ format:
```
30
Properties=species:S:1:pos:R:3:lowdin_spin:R:1
C -0.8535 2.1397 -0.0255 0.362
C 0.4581 2.2587 0.2255 0.546
C -1.3999 0.8577 0.3743 0.235
C -0.5056 0.0509 0.9365 0.474
C -2.8331 0.4439 0.2115 0.022
C -0.6790 -1.3123 1.4591 0.086
C -2.9359 -1.0760 0.3517 0.003
C -2.1895 -1.5647 1.5943 0.006
C 1.1004 1.0675 0.8025 0.081
C 3.7634 1.0118 -0.8619 0.004
C 1.1819 -0.4501 -1.8879 0.005
Si 2.1988 0.0366 -0.3545 0.031
H -1.4708 2.9065 -0.4654 0.017
H 1.0341 3.1448 0.0094 0.031
H -3.4435 0.9343 0.9774 0.009
H -3.2117 0.7641 -0.7631 0.003
H -0.2322 -2.0391 0.7717 0.028
H -0.1829 -1.4312 2.4263 0.016
H -3.9860 -1.3736 0.4088 0.000
H -2.5000 -1.5485 -0.5329 0.001
H -2.3736 -2.6300 1.7465 0.000
H -2.5658 -1.0288 2.4692 0.001
H 1.4820 1.1950 1.8089 0.028
H 4.6641 0.4764 -0.5760 0.000
H 3.8115 1.1741 -1.9356 0.001
H 3.8046 1.9864 -0.3828 0.000
H 0.5872 -1.3374 -1.6910 0.001
H 0.4899 0.3465 -2.1593 0.003
H 1.8086 -0.6580 -2.7532 0.001
H 2.6162 -1.1705 0.3868 0.006
```

6.
The following is a DFT calculation (ωB97M-V/def2-TZVPD) of a 4-piece molecular cluster, C11H19BBr6 overall.

The value obtained for the LUMO energy is 0.26 eV. The calculation puts the strongest force on any atom at 0.8 eV/A. Its total charge is 0. The structure (SMILES) is C#CB(C)C=C.BrCCBr.BrCCBr.BrCCBr. The calculation puts the molar mass at 641.51 g mol⁻¹. The HOMO energy is -9.6 eV.

The geometry in XYZ format:
```
37
Properties=species:S:1:pos:R:3:nbo_charge:R:1
C -3.2559 -1.6056 4.7370 -0.175
C -2.4968 -1.6922 3.8018 -0.326
B -1.5182 -1.9389 2.6230 0.741
C -0.5104 -3.1503 2.7439 -0.978
C -1.4779 -1.0013 1.3794 -0.527
C -0.2775 -0.7024 0.8608 -0.302
H -3.8713 -1.7081 5.5987 0.232
H -0.5448 -3.7258 1.8148 0.243
H -0.7253 -3.8084 3.5843 0.235
H 0.5251 -2.8157 2.8533 0.247
H -2.3427 -0.5380 0.9204 0.220
H 0.6322 -1.2479 1.0764 0.192
H -0.1895 0.1655 0.2143 0.190
Br -5.1481 -1.1550 1.7044 0.007
C -5.8549 -1.2552 -0.1051 -0.458
C -6.3640 -2.6350 -0.4254 -0.446
Br -4.9021 -3.8772 -0.7535 -0.012
H -5.0572 -0.9428 -0.7717 0.229
H -6.6654 -0.5305 -0.1458 0.228
H -6.9482 -2.6243 -1.3430 0.227
H -6.9587 -3.0563 0.3783 0.231
Br 0.8661 -0.9419 -2.9761 -0.006
C 0.8338 0.9825 -3.2553 -0.452
C 2.1856 1.6015 -3.0245 -0.443
Br 2.5980 1.7266 -1.1264 -0.025
H 0.0737 1.3826 -2.5920 0.230
H 0.5229 1.1222 -4.2882 0.231
H 2.2072 2.6247 -3.3931 0.233
H 2.9909 1.0366 -3.4822 0.237
Br 8.0901 5.3153 -0.6647 -0.014
C 6.4120 4.3843 -0.3415 -0.448
C 6.3566 3.0641 -1.0612 -0.448
Br 6.0315 3.2942 -2.9652 -0.022
H 5.6169 5.0573 -0.6448 0.232
H 6.3672 4.2313 0.7344 0.230
H 5.5221 2.4676 -0.6980 0.238
H 7.2769 2.4969 -0.9678 0.231
```